C9H17NO2S | wB97M-V/def2-TZVPD

Structure (XYZ):
```
30
Properties=species:S:1:pos:R:3:forces:R:3
C -0.939560 -0.515780 -1.986307 -0.74 1.27 1.59
C -1.268490 0.537960 -0.855064 1.19 -1.82 -1.83
C -1.923039 1.733775 -1.480844 -1.60 0.79 0.94
C 0.052226 0.908508 -0.163082 -0.12 -0.73 2.77
C -0.397564 1.599166 1.151810 2.47 -2.44 0.96
C 0.861835 1.842451 -0.906501 -0.31 -0.62 -0.62
N 1.467484 2.490280 -1.624839 0.64 0.74 -0.36
C 0.989184 -0.339319 0.221351 -1.36 2.13 3.15
C 2.419596 -0.047668 0.753295 -1.25 -1.25 0.10
S 0.035458 -1.296889 1.494276 0.82 -0.05 1.92
C 0.597034 -2.964017 1.186672 3.38 1.78 1.32
O 0.328149 -0.887118 2.868917 0.69 -0.43 -1.48
O -1.356584 -1.327163 1.200120 -1.42 -0.23 -0.69
H -0.003973 -0.432876 -2.511258 0.41 0.10 -0.02
H -1.730773 -0.220100 -2.592565 -1.19 -0.47 -2.07
H -1.161597 -1.470882 -1.569660 0.28 -1.03 -0.06
H -1.957722 -0.028244 -0.219556 0.53 0.82 0.24
H -1.298538 2.068673 -2.261859 0.56 0.46 -1.29
H -2.981440 1.512434 -1.915167 1.84 0.51 1.07
H -1.881562 2.574331 -0.732640 -0.88 -0.64 -0.83
H 0.417358 1.711372 1.873036 0.17 0.13 -0.21
H -0.737161 2.524717 0.933561 -1.46 2.87 -0.45
H -1.085217 0.954720 1.659399 -0.80 0.09 0.07
H 0.987455 -1.057642 -0.497251 0.24 -1.74 -2.60
H 3.044211 -0.113046 -0.120876 0.56 0.91 -0.23
H 2.742798 -0.946208 1.333996 -0.24 0.97 0.06
H 2.426527 0.877408 1.355930 0.43 -0.57 -0.46
H 0.267400 -3.535599 2.036691 -0.15 -0.44 0.01
H 0.341586 -3.265131 0.226708 -1.14 -0.73 -1.51
H 1.744922 -2.888112 1.141705 -1.54 -0.38 0.51
```
Positions in Å, forces in eV/Å.

Results
E_LUMO: 0.42 eV
DFT total energy: -26026.842 eV
2S+1: 1
HOMO level: -10.55 eV
SMILES: CC(C)[C@](C)(C#N)[C@@H](C)S(C)(=O)=O

Mulliken population analysis, charges in e, atoms 1 to 2: -1.5747, 0.2828